# 1
Formula: C49H70BF6N8O8P2S2Ti
Source: the OMol25 dataset
Level of theory: ωB97M-V/def2-TZVPD

strongest force on any atom = 3.004 eV Å⁻¹
energy relative to the best compared isomer or geometry (same formula, charge and spin) = 0.0000 eV
LUMO = 1.8 eV
HOMO-LUMO gap = 5.71 eV
molecular weight = 1197.9 Da
total energy = -5901.87775 Eh

```
! wB97M-V def2-TZVPD RIJCOSX def2/J DEFGRID3
* xyz -1 1
Ti -0.29668 -0.34877 -0.88609
C 0.16417 3.70370 4.68934
C 0.50903 2.23025 4.47191
C 0.44494 1.46642 5.80059
C 1.95147 2.14180 3.95335
P -0.51468 1.31447 3.22071
C -0.62671 2.43030 1.73459
N 0.55517 2.39340 0.90125
B 0.97769 1.33132 -0.00759
N 2.27603 1.81237 -0.45728
C 3.23639 1.15636 -1.31782
P 3.30467 -0.66223 -0.95256
C 4.33347 -0.78624 0.62132
C 3.81416 -2.05473 1.32020
C 5.85203 -0.88369 0.48122
C 4.02360 0.41008 1.52484
C 4.25580 -1.21658 -2.47453
C 5.43715 -0.33222 -2.87966
C 3.20599 -1.20972 -3.60614
C 4.73079 -2.66389 -2.32297
C 2.53398 3.07488 0.05274
C 3.58788 3.94465 -0.16127
C 3.56239 5.19155 0.46138
C 2.49761 5.55618 1.27445
C 1.43402 4.68146 1.49266
C 1.45700 3.44187 0.87684
C -2.27593 1.09745 3.76593
C -2.36735 -0.10181 4.71780
C -3.14118 0.72905 2.55310
C -2.86222 2.34752 4.42429
H 0.89676 4.13608 5.37678
H -0.81712 3.85604 5.12332
H 0.22594 4.27569 3.76366
H 1.28243 1.78676 6.42590
H 0.53541 0.39120 5.65020
H -0.47589 1.66601 6.34667
H 2.61932 2.50246 4.73999
H 2.10946 2.75990 3.06746
H 2.21134 1.11357 3.71200
H -0.83433 3.45859 2.04147
H -1.48756 2.08274 1.16395
H 4.20556 1.64799 -1.20534
H 2.95931 1.25546 -2.37349
H 4.09741 -2.95387 0.76676
H 2.72670 -2.05086 1.42198
H 4.24952 -2.13373 2.31900
H 6.17727 -1.77328 -0.05146
H 6.28369 -0.93514 1.48501
H 6.28049 -0.00705 -0.00557
H 2.95409 0.55424 1.67060
H 4.44553 1.34024 1.14161
H 4.46615 0.22099 2.50596
H 5.11689 0.67452 -3.15046
H 5.92738 -0.76369 -3.75808
H 6.18561 -0.24850 -2.09409
H 3.71850 -1.15416 -4.57107
H 2.50342 -0.37652 -3.55646
H 2.60641 -2.11897 -3.58436
H 5.59889 -2.75814 -1.67486
H 3.93988 -3.30707 -1.94383
H 5.01519 -3.04917 -3.30630
H 4.40234 3.68848 -0.82414
H 4.37957 5.88168 0.30083
H 2.49001 6.52726 1.75060
H 0.60613 4.98674 2.11876
H -2.23712 -1.03544 4.17974
H -3.36541 -0.09400 5.16300
H -1.63559 -0.08693 5.51937
H -2.66923 -0.03584 1.94063
H -3.39858 1.60395 1.94962
H -4.07101 0.29117 2.92160
H -2.42140 2.54429 5.39934
H -3.93098 2.17986 4.57786
H -2.75566 3.24378 3.80967
F -4.96194 -4.87243 -0.01427
C -3.68073 -4.63178 -0.43053
F -3.15073 -5.91988 -0.58047
F -3.85863 -4.25601 -1.78574
S -2.37899 -2.79585 0.36005
O -1.20661 -1.26837 0.23419
O -3.37240 -2.15156 1.21165
N -1.41670 -3.76118 1.22975
S -0.28961 -3.26310 2.25290
O -0.75086 -2.89125 3.60660
O 0.17503 0.03980 2.87904
C 0.23413 -5.00786 2.58726
F 0.48881 -5.72487 1.47718
F -0.64588 -5.69245 3.31214
F 1.39063 -4.97413 3.27484
C -1.95707 7.19056 -2.69796
O -2.27736 5.82210 -2.55977
C -2.19898 5.04175 -3.68516
C -2.02796 5.52410 -4.97231
C -1.94133 4.62773 -6.03523
C -2.02985 3.26555 -5.81131
C -2.21092 2.77834 -4.52271
C -2.29047 3.65853 -3.46017
N -2.47887 3.20394 -2.14721
C -1.75710 2.06673 -1.73888
N -2.45091 0.99296 -1.14339
C -2.66465 -0.00893 -2.20569
C -1.54161 -0.69579 -2.58120
C -1.64276 -1.54525 -3.68375
C -2.85940 -1.68425 -4.33588
C -3.99941 -1.00044 -3.90755
C -3.90512 -0.13024 -2.82667
O -4.93471 0.61009 -2.30488
C -6.14428 0.63976 -3.03288
N -0.54324 1.79137 -2.01367
C 0.30931 2.74243 -2.63512
C 0.51186 4.00329 -2.10855
C 1.36468 4.89802 -2.74181
C 2.00250 4.51581 -3.90931
C 1.80999 3.24526 -4.44727
C 0.96286 2.34959 -3.80609
O 0.70133 1.08395 -4.23238
C 1.07173 0.73705 -5.54982
H -1.96743 7.60965 -1.69485
H -2.69570 7.70875 -3.31541
H -0.96310 7.31099 -3.13615
H -1.94680 6.58600 -5.15286
H -1.80390 5.00881 -7.03818
H -1.96980 2.56812 -6.63559
H -2.26895 1.71106 -4.33989
H -2.61951 3.93387 -1.46392
H -3.35607 1.27399 -0.77315
H -0.78410 -2.11836 -4.01533
H -2.94425 -2.36308 -5.17615
H -4.94021 -1.15593 -4.41152
H -6.77357 1.38396 -2.55113
H -6.64507 -0.33053 -3.00214
H -5.96338 0.92468 -4.07217
H 0.02375 4.27429 -1.18305
H 1.53990 5.87195 -2.30581
H 2.67001 5.20392 -4.41174
H 2.31480 2.95808 -5.35802
H 0.69889 1.47933 -6.26105
H 0.60834 -0.22750 -5.74195
H 2.15737 0.64346 -5.64629
N 1.14570 -4.21652 -0.71139
C 0.27860 -3.41192 -1.37880
N -0.79738 -3.96345 -1.96449
O 0.55994 -2.19900 -1.46111
H 0.75547 -5.05921 -0.31571
H 1.71156 -3.69007 -0.05938
H -1.18614 -4.80296 -1.55191
H -1.52439 -3.30319 -2.23106
*
```

Results of the Mulliken charge analysis, in e, for atoms 1 through 6:
1. Ti -1.185
2. C -1.613
3. C 2.403
4. C -2.091
5. C -1.896
6. P 0.818

# 2
Formula: C4H13NO3
Source: the OMol25 dataset
Level of theory: ωB97M-V/def2-TZVPD

strongest force on any atom = 3.244 eV Å⁻¹
energy relative to the best compared isomer or geometry (same formula, charge and spin) = 6.3602 eV
LUMO = -2.7 eV
HOMO-LUMO gap = 5.22 eV
molecular weight = 123.2 Da
total energy = -440.48146 Eh

```
! wB97M-V def2-TZVPD RIJCOSX def2/J DEFGRID3
* xyz 0 1
C -0.25379 1.03648 -0.98034
N -0.57066 0.71853 0.41386
C 0.56855 0.14532 1.18599
C -1.80503 0.27659 0.63725
C -2.58376 -0.61601 -0.20552
O -2.39037 -2.04132 0.13245
H 0.78382 1.35464 -1.12758
H -0.40167 0.11117 -1.54696
H -0.96939 1.79002 -1.31609
H 1.30871 0.92302 1.36858
H 1.09117 -0.65143 0.62441
H 0.23087 -0.04225 2.20050
H -2.33147 0.63556 1.51425
H -2.23127 -0.60098 -1.23373
H -3.66294 -0.48572 -0.11409
H -1.69987 -2.03627 0.81841
H 3.11947 -1.84615 -0.52526
O 2.92282 -1.18559 0.15822
H 2.90109 -0.02676 -0.39082
H 3.37107 1.48056 -1.00036
O 2.60267 1.06058 -0.61318
*
```

Results of the natural (NBO) charge analysis, in e, for atoms 1 through 6:
1. C -0.475
2. N -0.235
3. C -0.461
4. C 0.248
5. C -0.187
6. O -0.658

# 3
Formula: C41H58N7O6S2
Source: the OMol25 dataset
Level of theory: ωB97M-V/def2-TZVPD

strongest force on any atom = 1.564 eV Å⁻¹
LUMO = 2.1 eV
HOMO-LUMO gap = 6.61 eV
molecular weight = 809.1 Da
total energy = -3228.28358 Eh

```
! wB97M-V def2-TZVPD RIJCOSX def2/J DEFGRID3
* xyz -1 1
O -0.41497 -0.20429 2.40028
C -0.08925 -0.91039 1.43028
O 0.27350 -2.08415 1.40313
N -0.13527 -0.19092 0.11265
C -1.45356 -0.10669 -0.41591
C -2.30262 0.83456 0.19993
C -3.62032 1.00992 -0.23409
O -4.43749 1.95073 0.39053
C -4.11736 0.25281 -1.29084
C -3.29772 -0.68386 -1.90962
C -1.98212 -0.88253 -1.45672
S -0.96419 -2.14293 -2.20406
C 0.64617 -1.47652 -1.87629
C 1.67360 -1.84984 -2.74054
C 2.94943 -1.34535 -2.54342
C 3.20223 -0.46957 -1.49751
C 2.16993 -0.09165 -0.63753
C 2.50358 0.89600 0.45468
C 2.66706 2.35525 -0.05905
C 1.71810 2.70770 -1.19343
C 0.31863 2.99351 -0.67574
S -0.60777 3.75021 -2.00354
O -0.49042 5.17988 -1.91025
O -0.17557 3.22876 -3.27023
O -2.12531 3.37677 -1.74291
C 0.86548 -0.60295 -0.81075
H -1.92284 1.41034 1.02958
H -4.58365 2.65579 -0.24694
H -5.14398 0.39240 -1.59085
H -3.66760 -1.26535 -2.72991
H 1.49371 -2.50960 -3.57415
H 3.74408 -1.61490 -3.22459
H 4.17775 -0.03765 -1.33693
H 3.47001 0.59606 0.85792
H 1.81887 0.87124 1.29289
H 3.68401 2.56374 -0.37059
H 2.42296 3.01081 0.77470
H 1.68352 1.97822 -1.99265
H 2.06838 3.62997 -1.65208
H -0.18409 2.08798 -0.36936
H 0.37165 3.75187 0.09748
H -2.19182 2.42067 -1.54217
C -4.73873 -0.56590 4.08019
C -3.98134 -1.88750 4.03699
C -3.19831 -2.09486 2.74162
C -4.04941 -2.11102 1.55994
N -4.64730 -2.12601 0.58335
H -5.49873 -0.51454 3.29767
H -5.24729 -0.45017 5.03907
H -4.05981 0.27924 3.95191
H -4.68781 -2.70883 4.17866
H -3.27451 -1.93042 4.86545
H -2.66342 -3.04401 2.77775
H -2.46039 -1.30358 2.61299
C 4.89311 6.49164 -3.37363
C 4.79230 5.83848 -4.74651
C 3.68009 4.78727 -4.80232
C 3.92171 3.71816 -3.83629
N 4.10941 2.89454 -3.06493
H 5.14977 5.76412 -2.60180
H 5.66786 7.25958 -3.36793
H 3.94597 6.96209 -3.10170
H 5.74990 5.38103 -5.00222
H 4.59358 6.60298 -5.49997
H 3.61459 4.34515 -5.79641
H 2.71511 5.24393 -4.57435
C 4.60912 9.41909 1.55047
C 4.51751 8.76481 0.17661
C 3.42003 7.69721 0.09585
C 3.68084 6.62372 1.05554
N 3.88351 5.79162 1.81486
H 4.86902 8.69189 2.32035
H 5.37962 10.19058 1.55566
H 3.66198 9.88610 1.82686
H 5.48087 8.31600 -0.07309
H 4.31611 9.53118 -0.57459
H 3.38228 7.27177 -0.90602
H 2.44444 8.13448 0.31195
C -0.42007 -4.07943 4.43308
C -0.22075 -5.03927 5.59839
C -1.50628 -5.79630 5.96219
C -2.57089 -4.86573 6.35186
N -3.38153 -4.11272 6.65164
H -1.14750 -3.30305 4.67619
H 0.51079 -3.58142 4.18130
H -0.76901 -4.60775 3.54368
H 0.13667 -4.48201 6.46716
H 0.55213 -5.75868 5.34302
H -1.33756 -6.49058 6.78622
H -1.84771 -6.37184 5.09982
C -6.53548 -5.24199 -2.75583
C -6.39019 -4.60016 -4.13109
C -4.97559 -4.73910 -4.70627
C -3.99847 -4.09087 -3.83292
N -3.25702 -3.58090 -3.12548
H -5.88721 -4.76225 -2.02158
H -7.56015 -5.14654 -2.39698
H -6.28695 -6.30488 -2.79075
H -6.65351 -3.54320 -4.06342
H -7.09630 -5.06263 -4.82418
H -4.91839 -4.27839 -5.69295
H -4.70591 -5.79130 -4.80979
C 0.95839 -5.96364 0.91875
C 2.25915 -5.19068 0.75326
C 3.31690 -5.60765 1.78305
C 2.86562 -5.35128 3.15350
N 2.51260 -5.15095 4.22471
H 0.49979 -5.76597 1.88709
H 0.24373 -5.66524 0.15483
H 1.12990 -7.04225 0.83031
H 2.05729 -4.12122 0.83450
H 2.65728 -5.36512 -0.24850
H 4.24628 -5.05797 1.62909
H 3.53362 -6.67293 1.68277
*
```

Results of the Mulliken charge analysis, in e, for atoms 1 through 6:
1. O -0.806
2. C 0.180
3. O -0.608
4. N 1.260
5. C 0.064
6. C -0.260

Question: HOMO-LUMO gap of number 2 (C4H13NO3)?
Answer: 5.22 eV